1.
43
Properties=species:S:1:pos:R:3 method="wB97M-V/def2-TZVPD" mol_weight_g_mol=244.3 e_homo_ha=-0.3188 energy_ev=-24996.7274 smiles=CN[C@H](CO)CCN.O.O.O.O.O.O.O
C 2.161 0.180 1.057
N 1.326 -0.833 1.648
C -0.043 -0.395 1.721
C -0.334 0.703 2.733
O 0.696 1.205 3.525
C -0.865 -1.702 1.902
C -0.473 -2.761 0.782
N -1.165 -2.482 -0.453
H 1.717 1.194 0.911
H 3.122 0.492 1.595
H 2.521 -0.155 0.106
H 1.640 -1.268 2.593
H -0.438 -0.118 0.690
H -0.631 1.756 2.212
H -1.101 0.318 3.625
H 1.280 1.656 2.952
H -0.601 -2.201 2.882
H -1.937 -1.462 1.783
H 0.679 -2.660 0.417
H -0.849 -3.818 1.106
H -2.243 -2.667 -0.518
H -1.058 -1.481 -0.778
O -2.550 1.374 -1.658
H -1.946 2.130 -1.699
H -1.945 0.786 -1.129
O 0.610 2.530 -1.812
H 1.440 2.972 -2.064
H 0.740 1.597 -2.026
O 3.159 1.381 -1.855
H 3.833 1.264 -2.583
H 2.636 0.540 -1.991
O -1.296 2.936 0.263
H -1.722 3.677 0.678
H -0.670 3.148 -0.305
O 0.953 -2.746 -2.513
H 0.088 -2.821 -2.142
H 1.453 -3.599 -2.703
O -3.830 0.766 0.463
H -2.951 1.028 0.805
H -3.782 1.044 -0.481
O 0.873 -0.163 -3.069
H 1.157 -1.049 -2.740
H 0.348 -0.296 -3.928

***

2.
43
Properties=species:S:1:pos:R:3 method="wB97M-V/def2-TZVPD" total_charge=+1 mol_weight_g_mol=229.3 e_homo_ha=-0.4199 energy_ev=-22957.4355
C -0.363 1.286 1.533
C -0.514 0.083 0.613
C 0.593 0.168 -0.497
C 0.962 -1.248 -1.043
C 2.169 -3.327 -0.433
N 1.713 -1.931 -0.020
N -1.775 0.213 -0.100
H -1.220 1.677 2.081
H 0.326 2.064 1.204
H 0.354 1.000 2.410
H -0.315 -0.874 1.292
H 1.319 0.822 0.048
H 0.327 0.790 -1.440
H 0.082 -1.702 -1.479
H 1.552 -1.277 -2.138
H 1.832 -3.767 -1.351
H 3.305 -3.625 -0.482
H 1.890 -4.072 0.547
H 1.333 -1.835 0.848
H -2.397 -0.529 0.209
H -1.631 0.281 -1.083
H -2.340 1.068 0.064
H 0.299 -1.440 3.952
H 0.729 -0.194 4.057
O 0.099 -0.575 3.674
H -4.769 -1.692 -0.441
H -4.483 -2.075 1.106
O -4.290 -1.687 0.333
H -3.303 0.681 -2.484
H -2.617 1.590 -3.682
O -2.632 1.325 -2.628
H 2.534 2.321 2.441
H 3.345 2.267 1.165
O 2.635 1.839 1.582
H -2.318 3.066 -1.248
H -2.022 3.698 0.109
O -1.846 2.929 -0.332
H 4.553 -1.485 1.178
H 3.492 -0.236 1.440
O 4.416 -0.422 1.241
H -0.617 -0.137 -4.345
H -0.286 0.629 -3.101
O -0.330 0.745 -4.005

***

3.
10
Properties=species:S:1:pos:R:3 method="wB97M-V/def2-TZVPD" mol_weight_g_mol=165.0 e_homo_ha=-0.3364 energy_ev=-41096.0421 smiles="S=C1C=C(Cl)C=C1Cl"
S -2.211 1.747 -0.001
C -0.929 0.773 0.001
C 0.490 1.167 -0.008
C 1.210 0.026 0.009
Cl 2.909 -0.121 -0.002
C 0.325 -1.178 -0.006
C -0.939 -0.731 -0.001
Cl -2.367 -1.661 0.000
H 0.852 2.175 0.010
H 0.659 -2.198 -0.001

***

4.
10
Properties=species:S:1:pos:R:3 method="wB97M-V/def2-TZVPD" mol_weight_g_mol=122.2 e_homo_ha=-0.3567 energy_ev=-19029.9075 smiles="N#CC1=NC(=S)C=C1"
N -2.998 -1.388 0.206
C -1.938 -1.062 -0.093
C -0.646 -0.504 -0.164
N 0.398 -1.272 -0.204
C 1.508 -0.365 -0.109
S 2.933 -1.150 0.054
C 0.936 1.051 0.031
C -0.441 1.018 -0.068
H 1.491 1.964 0.437
H -1.244 1.708 -0.090

***

5.
11
Properties=species:S:1:pos:R:3 method="wB97M-V/def2-TZVPD" mol_weight_g_mol=118.1 e_homo_ha="-0.3576 / -0.2947" energy_ev=-11169.3680
C -2.073 0.609 0.662
C 1.993 1.068 1.600
C -1.036 -0.699 -1.254
C -1.895 -0.151 -0.473
C 1.594 0.295 0.628
N -2.191 1.298 1.576
N 2.460 1.545 2.576
N 1.391 -0.412 -0.347
N 0.571 -0.799 -1.207
H -1.369 -1.067 -2.127
H 0.557 -1.686 -1.633

***

6.
8
Properties=species:S:1:pos:R:3 method="wB97M-V/def2-TZVPD" mol_weight_g_mol=78.1 e_homo_ha=-0.3754 energy_ev=-7260.3650 smiles="C#CC#CC=O"
C 2.828 -0.260 0.069
C 1.676 -0.069 -0.225
C 0.323 0.098 -0.416
C -0.883 0.194 -0.425
C -2.251 0.173 0.057
O -3.259 0.432 -0.550
H 3.834 -0.449 0.371
H -2.268 -0.120 1.119